# 1
101
Properties=species:S:1:pos:R:3:forces:R:3 method="wB97M-V/def2-TZVPD" energy_ha=-5243.49379 charge=+2 fmax_ha_per_bohr=0.0211 e_homo_ev="-13.20 / -13.21" spin_multiplicity=2 e_lumo_ev="-6.676 / -7.067"
Hf 0.8680 -0.2709 1.4421 -0.172 -0.047 0.092
N -1.4411 -0.5663 1.7925 0.027 0.097 -0.002
C -1.8264 -0.2697 3.1796 -0.014 -0.060 0.100
C -0.9961 -1.1615 4.0779 -0.014 -0.007 -0.019
N 0.4381 -1.1318 3.6689 -0.034 -0.047 0.118
C 1.3249 -0.5886 4.7261 0.028 0.086 0.011
C 1.4116 0.9090 4.5389 0.000 -0.044 0.033
N 1.9049 1.1402 3.1668 0.014 -0.007 -0.093
H -1.9112 0.0704 1.1566 0.019 0.009 -0.010
H -1.7006 -1.5117 1.5210 0.009 -0.016 0.001
H -2.8896 -0.4378 3.3603 -0.003 0.014 -0.011
H -1.6169 0.7849 3.3617 0.014 -0.007 -0.012
H -1.3547 -2.1903 4.0129 0.017 -0.019 -0.023
H -1.0968 -0.8463 5.1161 0.000 -0.023 0.013
H 0.7152 -2.0905 3.4747 0.029 0.007 0.055
H 2.3131 -1.0287 4.6099 -0.004 -0.029 0.009
H 0.9597 -0.8495 5.7198 -0.027 0.008 -0.004
H 2.0587 1.3591 5.2922 0.013 0.007 -0.009
H 0.4249 1.3682 4.6272 0.001 0.006 0.002
H 2.8944 0.9046 3.1156 0.011 0.032 0.006
H 1.8596 2.1284 2.9435 -0.050 0.009 0.046
C -0.2505 -6.7677 -0.2327 -0.040 -0.108 0.024
N 0.4155 -5.4776 -0.1516 -0.031 0.108 -0.104
N 0.0501 -4.5205 0.7654 0.068 0.062 0.019
C 0.6863 -3.3585 0.4637 0.139 -0.374 -0.188
O 0.5976 -2.3730 1.2761 0.025 0.270 0.011
C 1.3884 -3.5720 -0.7353 0.053 0.155 0.082
C 1.1918 -4.8935 -1.0800 -0.091 -0.096 0.091
C 1.6803 -5.6591 -2.2562 0.007 0.014 -0.020
C -0.5368 -4.8315 2.0315 -0.007 -0.068 0.105
C -1.8822 -4.5667 2.2390 0.007 -0.029 -0.041
C -2.4423 -4.8523 3.4771 -0.018 0.014 -0.021
C -1.6567 -5.3941 4.4856 0.008 -0.016 0.038
C -0.3094 -5.6570 4.2660 -0.015 0.011 -0.013
C 0.2592 -5.3740 3.0330 -0.013 0.066 -0.048
H -0.9353 -6.8627 0.6048 0.011 0.003 0.010
H 0.4818 -7.5704 -0.1742 0.019 0.021 -0.006
H -0.8131 -6.8513 -1.1616 -0.003 0.033 0.009
H 2.0472 -2.8754 -1.2220 0.000 0.006 0.018
H 2.3802 -5.0561 -2.8287 0.001 -0.004 0.004
H 0.8507 -5.9403 -2.9080 0.009 -0.006 0.002
H 2.1874 -6.5724 -1.9451 0.003 -0.002 -0.005
H -2.4803 -4.1682 1.4278 0.001 0.006 0.001
H -3.4949 -4.6691 3.6481 0.000 0.000 0.002
H -2.0986 -5.6264 5.4454 -0.001 0.001 -0.005
H 0.2952 -6.0891 5.0519 -0.001 0.002 -0.003
H 1.3074 -5.5683 2.8400 -0.003 -0.009 0.010
O -1.4051 -1.9979 -0.8734 -0.246 -0.050 -0.036
N -0.7520 -1.0450 -1.3096 1.041 -0.296 0.100
O -1.4105 -0.8477 -3.4527 0.218 -0.249 0.222
O -0.0049 -0.3313 -0.5229 0.067 0.155 -0.225
O 1.6639 1.5515 0.4681 0.039 -0.121 -0.096
C 0.7007 2.2951 0.8183 -0.099 0.157 -0.070
O -0.2423 1.7421 1.4730 0.129 -0.128 0.010
C 0.7441 3.7717 0.5478 0.040 -0.149 -0.003
C 1.1355 4.1078 -0.8938 -0.099 0.054 -0.117
Ge -0.2566 3.8673 -2.2836 -0.001 0.045 -0.026
C 0.3559 4.6293 -3.9682 -0.143 -0.160 0.310
C 0.8556 5.9298 -3.9954 0.058 0.044 -0.024
C 1.2784 6.4952 -5.1898 -0.015 -0.019 0.006
C 1.2056 5.7618 -6.3665 0.007 0.017 0.008
C 0.7063 4.4677 -6.3501 -0.021 -0.030 0.000
C 0.2795 3.9041 -5.1554 -0.001 0.056 -0.051
C -2.0112 4.5186 -1.7201 0.342 -0.100 -0.123
C -2.6804 5.4313 -2.5324 -0.040 0.045 -0.013
C -3.9289 5.9183 -2.1679 0.000 -0.024 0.034
C -4.5209 5.4934 -0.9870 -0.005 0.029 -0.032
C -3.8658 4.5810 -0.1715 0.031 -0.044 0.035
C -2.6172 4.0955 -0.5353 -0.075 0.041 0.015
C -0.4492 1.9001 -2.6132 -0.092 0.126 0.125
C -1.6633 1.3204 -2.3554 0.064 -0.049 0.122
C -2.0214 -0.0241 -2.5561 -0.616 0.430 -0.685
C -0.2009 -1.1489 -2.8198 -0.555 0.232 0.765
C 0.8879 -0.1635 -3.0422 0.204 0.008 -0.071
C 0.7346 1.1684 -3.0175 0.071 -0.030 -0.038
H 1.5186 4.1576 1.2224 0.001 0.004 -0.002
H -0.1936 4.2309 0.8533 -0.039 -0.038 -0.028
H 2.0298 3.5527 -1.1811 -0.019 -0.040 -0.003
H 1.4116 5.1630 -0.9407 -0.037 0.010 -0.023
H 0.9159 6.5174 -3.0857 0.000 -0.001 0.001
H 1.6617 7.5067 -5.2013 0.004 0.000 -0.011
H 1.5351 6.2022 -7.2981 0.001 -0.003 0.000
H 0.6421 3.8976 -7.2677 0.007 0.013 -0.006
H -0.1249 2.8973 -5.1642 0.002 0.000 -0.007
H -2.2273 5.7704 -3.4571 0.004 -0.005 0.005
H -4.4365 6.6294 -2.8058 -0.008 -0.001 0.006
H -5.4925 5.8733 -0.7005 0.002 0.004 -0.004
H -4.3260 4.2511 0.7514 -0.010 0.011 -0.005
H -2.1230 3.3803 0.1155 -0.002 -0.009 0.004
H -2.4493 1.9268 -1.9154 0.036 0.000 0.039
H -3.0303 -0.3415 -2.3113 -0.032 0.011 -0.093
H 0.0650 -2.1927 -2.9660 0.040 0.011 -0.153
H 1.8727 -0.5724 -3.2336 -0.023 -0.026 -0.032
H 1.6199 1.7615 -3.2228 -0.019 0.003 -0.035
F 2.7983 -1.1857 2.3659 -0.135 -0.024 0.053
P 4.0314 -1.2505 1.1443 -0.137 -0.031 -0.055
F 2.6454 -0.9110 0.1468 -0.048 0.130 0.002
F 3.6671 -2.7878 0.9887 0.035 0.093 -0.004
F 5.1116 -1.5311 2.2333 0.040 -0.029 0.029
F 4.1472 0.3333 1.3456 -0.006 -0.103 -0.019
F 4.9540 -1.2448 -0.1074 0.046 0.002 -0.074



# 2
15
Properties=species:S:1:pos:R:3:forces:R:3 method="wB97M-V/def2-TZVPD" energy_ha=-362.69643 charge=0 fmax_ha_per_bohr=0.0960 e_homo_ev=-9.76 smiles="C#C[C@@H]1CN1C(C)=O" e_lumo_ev=0.829
C -1.7343 1.3646 0.1533 1.209 -0.889 0.049
C -1.5461 -0.0569 -0.4287 -0.575 1.096 1.005
C 0.3001 -1.6991 0.1704 0.390 -0.118 -1.619
C 0.9005 -0.3434 0.4484 -4.179 -1.011 2.426
C 2.1133 0.0929 -0.0682 2.457 1.241 -2.456
C 3.0264 0.5208 -0.7551 -1.896 -0.978 2.199
H -0.7630 1.7311 0.4948 -0.312 0.120 0.331
H -2.1001 2.0908 -0.5488 -0.335 -0.014 -0.576
H -2.4707 1.2516 0.9550 0.299 0.163 -0.041
H 0.9116 -2.3741 -0.4222 -0.156 0.032 -0.140
H -0.3762 -2.2051 0.8112 -0.234 -0.222 1.126
H 0.6087 -0.0287 1.5258 0.506 -0.023 -2.070
H 3.9256 0.9370 -1.0704 0.839 0.341 -0.667
N -0.2790 -0.5915 -0.5349 2.594 1.115 0.870
O -2.5167 -0.6901 -0.7305 -0.606 -0.852 -0.436



# 3
76
Properties=species:S:1:pos:R:3:forces:R:3 method="wB97M-V/def2-TZVPD" energy_ha=-3107.53164 charge=0 fmax_ha_per_bohr=0.0210 e_homo_ev=-7.18 e_lumo_ev=-0.730
Rh 0.6306 0.6053 -0.2197 0.637 -0.848 0.214
C -3.7239 -4.3619 3.1121 0.008 -0.017 0.005
C -2.4538 -4.1474 3.9237 0.021 0.005 -0.020
C -2.7935 -3.8341 5.3715 -0.024 -0.006 -0.005
C -1.5354 -3.5891 6.1824 0.004 -0.018 0.008
C -0.7423 -2.4742 5.5659 -0.011 0.005 -0.035
C 0.0481 -1.6511 6.3305 0.034 0.025 -0.009
C 0.7842 -0.6306 5.7324 -0.017 -0.021 -0.014
F 1.5389 0.1495 6.5242 0.006 0.005 0.004
C 0.7558 -0.4091 4.3881 -0.013 -0.018 0.020
C -0.0463 -1.2367 3.5881 -0.009 -0.026 0.003
C -0.0743 -1.0108 2.1461 0.025 0.156 0.072
O 0.6231 -0.0553 1.7002 -0.006 0.039 0.034
C -0.8663 -1.8897 1.3837 -0.079 -0.115 0.078
C -1.5855 -2.8600 2.0384 0.041 0.068 -0.058
N -1.6124 -3.0523 3.3577 -0.033 -0.003 0.044
C -0.8058 -2.2575 4.1732 0.009 -0.010 0.014
C -0.9885 -1.9155 -0.1207 -0.019 0.039 -0.162
O -1.5288 -2.8876 -0.6296 -0.015 -0.004 0.025
O -0.5204 -0.9274 -0.7970 -0.087 0.094 -0.124
H -4.3700 -5.0447 3.6630 0.001 -0.004 0.000
H -3.5442 -4.8068 2.1360 0.003 0.003 -0.002
H -4.2585 -3.4208 2.9751 -0.001 0.001 0.004
H -1.8468 -5.0582 3.8970 0.010 0.008 0.016
H -3.3548 -4.6767 5.7755 -0.006 0.003 -0.005
H -3.4474 -2.9577 5.4058 0.010 0.009 0.005
H -0.9308 -4.5019 6.1988 -0.001 -0.002 0.012
H -1.7721 -3.3483 7.2187 -0.008 0.010 -0.005
H 0.1080 -1.7853 7.4030 -0.002 -0.001 0.002
H 1.3265 0.3855 3.9310 0.004 0.001 -0.001
H -2.1730 -3.5200 1.4189 0.000 0.005 -0.009
N 4.1706 -4.1395 -3.7406 -0.008 0.007 -0.002
C 3.5030 -2.9241 -3.6865 -0.001 -0.025 0.012
C 4.1104 -1.7605 -4.1593 0.000 0.052 -0.006
C 3.4249 -0.5577 -4.1496 0.053 0.002 0.035
C 2.1253 -0.5094 -3.6685 -0.072 -0.038 -0.003
C 1.5001 -1.6652 -3.2071 0.007 -0.034 -0.026
C 2.1880 -2.8611 -3.2123 -0.017 0.005 -0.001
S 1.2401 1.0089 -3.6271 -0.071 -0.072 -0.073
O -0.1061 0.7546 -4.0323 0.025 0.013 0.005
O 2.0453 2.0012 -4.2919 0.034 0.007 -0.013
N 1.1915 1.4243 -2.0498 -0.111 0.179 0.182
C 2.2460 2.0126 -1.4484 -0.121 -0.020 -0.153
S 3.7657 2.5673 -2.0270 0.074 0.174 0.246
C 4.2559 2.8038 -0.3676 -0.116 -0.027 0.003
C 3.2719 2.4554 0.4893 0.046 0.156 -0.047
N 2.1192 2.0309 -0.1248 0.148 -0.113 -0.290
H 5.1749 -4.0921 -3.7768 0.001 0.001 0.002
H 3.8287 -4.8583 -3.1252 -0.001 0.002 0.000
H 5.1217 -1.8032 -4.5461 -0.002 0.001 -0.001
H 3.8883 0.3446 -4.5248 -0.004 0.001 -0.001
H 0.4800 -1.6259 -2.8480 -0.024 0.013 0.022
H 1.6982 -3.7620 -2.8613 0.004 0.002 0.001
H 5.2151 3.2284 -0.1260 0.005 -0.003 -0.017
H 3.3073 2.5290 1.5649 0.014 -0.020 0.005
C -1.7721 5.5669 -4.8528 0.004 0.013 -0.014
C -1.6146 4.7727 -3.5862 -0.024 -0.038 -0.013
C -2.1683 3.5075 -3.4607 0.018 0.089 -0.005
C -2.0429 2.7572 -2.2973 0.048 0.109 0.115
C -2.7112 1.4140 -2.2484 0.017 -0.082 0.077
C -1.3063 3.2958 -1.2256 -0.248 0.107 -0.112
Te -1.1318 2.2013 0.5692 -0.317 0.300 -0.098
C -0.7254 4.5712 -1.3379 0.073 -0.113 0.050
C 0.0999 5.2000 -0.2450 -0.029 0.025 0.021
C -0.9024 5.2899 -2.5133 0.055 -0.058 -0.025
H -2.3035 4.9952 -5.6124 0.000 -0.001 -0.001
H -0.7992 5.8478 -5.2593 0.003 -0.005 0.000
H -2.3287 6.4883 -4.6696 0.000 0.000 0.001
H -2.7167 3.0851 -4.2945 0.010 -0.012 -0.009
H -3.2414 1.2270 -3.1808 -0.015 -0.002 0.001
H -3.4216 1.3685 -1.4213 -0.030 -0.026 0.000
H -1.9973 0.6021 -2.1063 0.054 0.043 0.014
H 0.6801 4.4550 0.2960 0.041 0.023 -0.007
H -0.5334 5.7098 0.4854 -0.002 -0.031 0.021
H 0.7795 5.9409 -0.6665 -0.006 0.007 -0.006
H -0.4492 6.2722 -2.5997 0.004 0.004 0.000



# 4
18
Properties=species:S:1:pos:R:3:forces:R:3 method="wB97M-V/def2-TZVPD" energy_ha=-285.27814 charge=+1 fmax_ha_per_bohr=0.0997 e_homo_ev="-8.63 / -13.73" spin_multiplicity=3 e_lumo_ev="-3.412 / -6.645"
C 1.8580 0.7647 0.8701 -0.826 2.020 0.884
C 2.0836 -0.5661 -1.1127 0.701 -4.406 1.574
C -2.6037 0.6060 -0.3876 3.157 -3.634 1.204
N -3.8301 0.1531 -0.1611 -0.475 1.287 -0.684
N -0.0132 -0.5640 0.1744 -0.061 -0.307 0.943
N 1.0604 0.1353 -0.2767 1.992 3.964 -2.567
H 2.6533 0.1068 1.1312 0.577 -0.350 0.004
H 2.2109 1.8024 0.5823 -0.293 -1.447 0.034
H 1.2222 0.8958 1.7605 -0.077 -0.111 -0.560
H 1.6673 -1.4080 -1.6978 -0.339 1.105 -0.228
H 2.7571 0.0347 -1.6368 0.344 1.518 -1.041
H 2.8047 -1.1811 -0.4404 -1.385 1.178 -0.528
H -1.7550 -0.1134 -0.0372 -2.453 2.067 -0.950
H -2.3904 1.5370 -0.7163 0.391 2.792 -1.011
H -4.6524 0.5678 -0.4911 -1.023 0.543 -0.356
H -3.8723 -0.6514 0.3381 -0.785 -2.608 1.481
H 0.3340 -1.4895 0.3371 0.209 -1.263 0.149
H 0.7146 1.0100 -0.8886 0.346 -2.348 1.651



# 5
76
Properties=species:S:1:pos:R:3:forces:R:3 method="wB97M-V/def2-TZVPD" energy_ha=-14251.66048 charge=-8 fmax_ha_per_bohr=0.0959 e_homo_ev=6.20 e_lumo_ev=10.892
K 4.9853 -14.0031 6.8977 -0.091 0.179 0.391
K 4.1261 -9.0481 6.6002 0.250 -0.451 0.540
K 1.6937 -13.2143 11.2824 -0.139 -0.015 -0.113
K 8.3227 -9.5628 8.9994 -0.586 -0.351 0.130
K 6.2672 -12.6686 12.9818 -0.176 -0.175 -0.348
K 3.7803 -7.7951 12.7660 0.082 -0.922 -0.208
Cl 2.1520 -6.6035 8.9626 0.815 0.444 -1.563
O 1.6011 -6.8349 10.2588 0.044 0.173 0.802
O 1.6402 -7.5906 8.0401 -0.878 0.460 -0.401
O 1.8561 -5.2137 8.5433 -0.420 -1.031 0.165
O 3.5804 -6.7628 8.9113 0.551 0.208 0.815
Cl 4.9567 -10.2700 15.5749 -1.706 1.596 0.475
O 5.6505 -10.1172 14.3636 1.779 -0.917 -2.762
O 4.5881 -11.6011 15.8696 0.447 -1.161 0.151
O 5.7570 -9.6823 16.5927 1.170 0.098 1.969
O 3.7782 -9.4698 15.4389 -1.530 0.830 0.123
Cl 0.0080 -10.0631 14.1202 -0.455 -2.554 -0.651
O 0.1658 -11.4528 13.7685 0.563 -0.506 1.387
O 0.2600 -9.7531 15.5120 0.761 -0.132 0.012
O 0.7830 -9.3517 13.1938 2.886 2.430 -0.714
O -1.3195 -9.7296 13.8397 -3.786 1.178 0.212
Cl 3.4188 -15.0505 15.0129 1.387 2.273 1.602
O 3.3542 -14.8347 16.4952 -0.450 -0.409 -1.574
O 2.8821 -16.3162 14.6874 -1.578 -1.261 -0.174
O 2.8089 -13.9379 14.3178 -0.806 -0.729 0.347
O 4.7927 -15.0592 14.6262 1.524 0.024 -0.020
Cl -1.8466 -12.4649 10.3705 3.778 1.667 2.696
O -2.5423 -11.5142 11.2253 -0.817 -0.518 -0.711
O -0.6800 -11.7729 9.8188 -0.789 -0.625 0.201
O -1.3794 -13.5633 11.2148 -0.276 0.070 -0.323
O -2.6274 -12.9781 9.3286 -2.206 -0.713 -1.812
Cl 4.6274 -11.0439 9.8119 0.518 -1.820 -0.938
O 5.5684 -12.1422 9.9212 -0.231 0.301 0.126
O 3.9765 -10.8825 11.0857 -0.519 0.279 0.246
O 5.3185 -9.8558 9.4360 0.827 1.516 -0.005
O 3.6923 -11.3266 8.7396 -0.395 -0.129 0.426
Cl 7.6554 -7.3936 5.7083 1.099 -0.013 -1.501
O 7.5637 -5.9804 5.4932 -1.209 1.355 -0.463
O 9.0695 -7.6266 5.7818 0.862 -1.090 0.645
O 6.9866 -7.7354 6.9252 -0.402 -0.567 0.617
O 7.1158 -8.1445 4.5902 -0.325 0.540 0.598
Cl 4.0000 -16.3435 10.2777 0.107 -1.879 -1.727
O 4.5819 -16.1175 8.9696 -0.192 0.686 -0.325
O 2.6287 -16.7424 10.1459 -0.895 -0.062 -0.226
O 4.7289 -17.4140 10.8624 0.618 -0.906 0.943
O 4.0634 -15.1886 11.0730 0.160 2.274 1.212
Cl 7.7485 -6.6936 11.6197 -0.875 -0.101 -3.043
O 7.0806 -7.8719 11.1963 -0.147 -1.697 -1.592
O 6.9492 -6.2879 12.7199 -0.147 2.309 1.963
O 9.0909 -7.0130 11.9657 1.067 0.565 0.656
O 7.7486 -5.7053 10.4935 0.136 -0.753 2.057
Cl 8.5280 -16.1633 10.4714 -3.243 1.318 -1.857
O 9.8896 -15.9173 10.8061 1.714 -0.433 0.116
O 7.6976 -15.2970 11.2678 0.167 0.016 0.266
O 8.2625 -15.8740 9.0485 0.980 -0.296 1.148
O 8.1305 -17.5270 10.7061 0.791 -0.900 0.400
Cl 4.0286 -11.9190 3.7977 2.055 -2.485 3.011
O 2.7904 -12.2678 3.2752 -3.209 -1.539 -1.114
O 4.9879 -13.0136 3.6431 -0.333 0.714 -1.019
O 4.3814 -10.7242 3.1776 1.960 2.899 -1.718
O 3.9800 -11.7085 5.2254 -0.571 0.566 0.666
Cl 9.7213 -11.4878 12.2659 1.790 1.838 0.515
O 10.8723 -10.7773 11.7319 0.184 0.017 -0.873
O 8.7885 -11.7795 11.2419 -1.089 0.019 -1.083
O 10.1619 -12.6502 12.9034 1.008 -3.069 0.671
O 9.1794 -10.6735 13.2884 -1.666 1.399 0.866
Cl 8.2609 -12.1403 6.0468 -0.998 0.174 -1.579
O 8.3902 -11.3351 4.8262 0.723 -0.747 0.923
O 7.9055 -13.5041 5.6717 0.362 0.369 0.267
O 9.4676 -12.1355 6.8417 0.139 0.202 -0.296
O 7.1756 -11.5703 6.8087 -0.144 0.103 0.669
Cl 0.9963 -14.8496 6.9944 -0.326 -1.075 0.312
O 2.1542 -15.7250 6.7994 -0.265 0.632 0.224
O 0.9804 -14.2463 8.3067 0.352 -0.257 -0.551
O 1.0297 -13.8249 5.9753 -0.331 -0.134 0.025
O -0.2078 -15.6990 6.8646 0.541 0.701 -0.303



# 6
19
Properties=species:S:1:pos:R:3:forces:R:3 method="wB97M-V/def2-TZVPD" energy_ha=-364.81152 charge=-1 fmax_ha_per_bohr=0.0652 e_homo_ev=-2.39 e_lumo_ev=3.032
C -1.9197 1.4423 -1.1215 -2.549 -1.120 -1.870
C -0.7011 0.6516 -0.7499 0.124 1.844 1.466
C 0.3245 0.7094 -1.8699 1.006 -0.374 0.521
C 1.7052 0.1594 -1.3492 0.219 0.372 0.194
O 2.2073 0.7699 -0.2605 -0.477 -0.093 -0.040
N -1.0912 -0.6373 -0.1433 1.011 -0.678 -0.680
H -1.8212 2.5193 -1.2230 0.349 0.055 0.158
H -2.8226 1.1967 -0.5380 0.581 0.322 0.618
H -2.3135 1.0685 -2.1118 0.536 0.465 0.292
H -0.2815 1.2662 0.0776 0.301 -0.698 -0.321
H 0.4173 1.7555 -2.1960 0.016 -0.127 0.083
H 0.0188 0.1063 -2.7277 -0.263 -0.132 -0.236
H 2.4647 0.1523 -2.1814 -0.504 -0.039 -0.275
H 1.4429 -0.9234 -1.2010 0.233 -0.349 0.057
H -0.3115 -0.9198 0.4556 -0.137 0.394 0.142
H -0.9735 -1.3523 -0.8682 -0.450 0.145 -0.092
H 0.6376 -3.1817 6.0323 0.180 0.113 0.079
H 1.6132 -2.0975 5.6290 0.179 0.410 -0.464
O 1.4042 -2.6853 6.3471 -0.355 -0.510 0.366